*a*
Here is a cluster of 6 separate species, C2H16N2O4 in total from the OMol25 dataset. Energies are from ωB97M-V/def2-TZVPD.

Each atom is followed by the atoms it is bonded to, with distances in Å.
Cartesian coordinates (Å):
1 C 2.158 -1.692 0.341  C2 1.500, H5 1.086, H6 1.087
2 C 1.147 -2.443 1.156  C1 1.500, N3 1.497, H7 1.099, H8 1.095
3 N -0.267 -1.985 0.981  C2 1.497, H9 1.011, H10 1.012
4 N 0.497 -0.487 -1.338  H11 1.076, H12 1.022, H13 1.026
5 H 2.467 -0.716 0.703  C1 1.086
6 H 2.873 -2.280 -0.228  C1 1.087
7 H 1.256 -3.515 0.943  C2 1.099
8 H 1.407 -2.305 2.211  C2 1.095
9 H -0.843 -2.814 0.923  N3 1.011
10 H -0.302 -1.516 0.085  N3 1.012
11 H 1.191 -0.858 -0.605  N4 1.076
12 H 0.892 -0.604 -2.273  N4 1.022
13 H 0.517 0.534 -1.232  N4 1.026
14 H -2.767 2.175 -1.847  O15 0.979
15 O -2.090 1.536 -1.543  H14 0.979
16 H 0.268 2.366 1.971  O18 0.960
17 H -0.881 2.204 0.962  O18 0.962
18 O -0.496 2.812 1.600  H16 0.960, H17 0.962
19 H -0.669 2.188 -1.676  O21 1.032
20 H -0.169 3.463 -1.106  O21 0.951
21 O 0.218 2.673 -1.467  H19 1.032, H20 0.951
22 H -2.007 -0.335 0.626  O24 0.949
23 H -2.377 1.009 -0.019  O24 1.013
24 O -2.022 0.591 0.833  H22 0.949, H23 1.013

**HOMO energy**: -7.980 eV
**HOMO-LUMO gap**: 3.218 eV

=====

*b*
Here is a cluster of 6 separate species, C2H16N2O4 in total from the OMol25 dataset. Energies are from ωB97M-V/def2-TZVPD.

Each atom is followed by the atoms it is bonded to, with distances in Å.
Cartesian coordinates (Å):
1 C 0.478 -0.219 1.670  C2 1.490, H5 1.066, H6 1.079, H11 1.111
2 C -0.102 -1.509 1.202  C1 1.490, N3 1.381, H7 1.107, H8 1.173
3 N -1.482 -1.535 1.237  C2 1.381, H9 1.009, H10 1.085
4 N -0.802 2.367 -1.509  H12 1.010, H13 0.999, H22 1.019
5 H 0.257 0.595 1.019  C1 1.066
6 H 1.541 -0.324 1.823  C1 1.079
7 H 0.241 -2.224 1.974  C2 1.107
8 H 0.461 -1.752 0.202  C2 1.173
9 H -1.799 -2.418 0.867  N3 1.009
10 H -1.957 -0.762 0.643  N3 1.085
11 H -0.016 0.050 2.628  C1 1.111
12 H 0.151 2.542 -1.222  N4 1.010
13 H -1.177 3.214 -1.884  N4 0.999
14 H 0.165 -1.226 -1.500  O15 0.991
15 O -0.801 -1.150 -1.708  H14 0.991, H19 0.967
16 H 2.167 0.511 -0.502  O18 0.977
17 H 3.181 1.699 -0.642  O18 0.962
18 O 2.266 1.480 -0.439  H16 0.977, H17 0.962
19 H -0.981 -0.205 -1.609  O15 0.967
20 H 2.381 -1.679 -1.201  O21 0.973
21 O 1.868 -1.216 -0.516  H20 0.973
22 H -1.326 1.727 -0.914  N4 1.019
23 H -2.481 1.436 0.402  O24 0.971
24 O -2.230 0.599 -0.021  H23 0.971

**HOMO energy**: -8.693 eV
**HOMO-LUMO gap**: 3.679 eV

=====

Most stable to least stable: *a*, *b*

=====

*a*
Here is an isolated molecule of C2HNO3S2 from the OMol25 dataset. Energies are from ωB97M-V/def2-TZVPD.

Each atom is followed by the atoms it is bonded to, with distances in Å.
Cartesian coordinates (Å):
1 C 0.812 1.342 0.233  S7 1.628, S8 1.819, H9 1.048
2 C -1.244 -1.758 -0.256  N3 1.229, O4 1.140
3 N -0.309 -1.120 0.223  C2 1.229, S8 1.701
4 O -2.006 -2.439 -0.761  C2 1.140
5 O -1.182 0.919 -1.407  S7 1.482
6 O 2.110 -0.836 1.009  S8 1.464
7 S -0.249 1.929 -0.853  C1 1.628, O5 1.482
8 S 0.790 -0.221 1.162  C1 1.819, N3 1.701, O6 1.464
9 H 1.278 2.184 0.650  C1 1.048

**HOMO energy**: -9.893 eV
**HOMO-LUMO gap**: 8.570 eV

=====

*b*
Here is an isolated molecule of C2HNO3S2 from the OMol25 dataset. Energies are from ωB97M-V/def2-TZVPD.

Each atom is followed by the atoms it is bonded to, with distances in Å.
Cartesian coordinates (Å):
1 C -1.023 -0.186 0.430  C2 1.848, S7 1.591, H9 1.027
2 C 0.543 -1.095 0.058  C1 1.848, N3 1.315, O4 1.183
3 N 1.418 -0.149 0.321  C2 1.315, S8 1.595
4 O 0.552 -2.278 0.049  C2 1.183
5 O -3.073 1.126 -0.171  S7 1.458
6 O 2.473 1.533 -1.329  S8 1.438
7 S -1.874 0.507 -0.722  C1 1.591, O5 1.458
8 S 2.303 1.149 0.047  N3 1.595, O6 1.438
9 H -1.320 -0.607 1.318  C1 1.027

**HOMO energy**: -9.945 eV
**HOMO-LUMO gap**: 7.797 eV

=====

Most stable to least stable: *a*, *b*

=====

*a*
Here is the ion C6H10N3O with charge +1 from the OMol25 dataset. Energies are from ωB97M-V/def2-TZVPD.

Each atom is followed by the atoms it is bonded to, with distances in Å.
Cartesian coordinates (Å):
1 C -2.015 -0.982 -0.237  C2 1.592, H11 1.079, H12 1.063, H13 1.113
2 C -0.550 -0.415 0.019  C1 1.592, N3 1.355, C9 1.339
3 N 0.334 -1.403 0.300  C2 1.355, N4 1.339, H14 1.024
4 N 1.571 -1.609 -0.170  N3 1.339, C5 1.384, H15 1.007
5 C 2.616 -0.702 -0.177  N4 1.384, N6 1.249, H16 1.092
6 N 2.684 0.495 0.173  C5 1.249, C7 1.303
7 C 1.868 1.369 0.690  N6 1.303, O8 1.261, H17 1.066
8 O 0.645 1.654 0.583  C7 1.261, C9 1.392
9 C -0.428 0.917 0.091  C2 1.339, O8 1.392, C10 1.485
10 C -1.634 1.719 -0.237  C9 1.485, H18 1.120, H19 1.091, H20 1.071
11 H -2.297 -0.990 -1.279  C1 1.079
12 H -2.648 -0.226 0.160  C1 1.063
13 H -1.938 -1.907 0.378  C1 1.113
14 H -0.064 -2.327 0.494  N3 1.024
15 H 1.872 -2.571 -0.152  N4 1.007
16 H 3.458 -1.122 -0.733  C5 1.092
17 H 2.382 2.267 0.951  C7 1.066
18 H -1.332 2.781 -0.424  C10 1.120
19 H -2.298 1.684 0.628  C10 1.091
20 H -2.226 1.372 -1.059  C10 1.071

**HOMO energy**: -12.918 eV
**HOMO-LUMO gap**: 8.346 eV
**Charge**: +1
**SMILES**: Cc1[nH][nH+]cncoc1C

=====

*b*
Here is a cluster of 2 separate species, C6H10N3O in total from the OMol25 dataset. Energies are from ωB97M-V/def2-TZVPD.

Each atom is followed by the atoms it is bonded to, with distances in Å.
Cartesian coordinates (Å):
1 C -2.726 1.237 -1.923  C2 1.373, N7 1.365, H11 1.072
2 C -1.530 0.565 -1.848  C1 1.373, N8 1.401, H12 1.073
3 C -1.852 1.919 -0.118  N7 1.287, N8 1.401, H13 1.014
4 C -1.132 -1.341 1.971  O10 1.268, H14 1.111
5 C 2.470 -0.325 -0.124  N9 1.417, H15 1.039, H16 0.998, H17 1.153
6 C 0.289 0.855 -0.138  N8 1.336, N9 1.318, H18 1.003
7 N -2.902 2.059 -0.848  C1 1.365, C3 1.287
8 N -0.918 1.039 -0.681  C2 1.401, C3 1.401, C6 1.336
9 N 1.160 -0.031 -0.576  C5 1.417, C6 1.318, H20 0.988
10 O -1.610 -1.766 3.066  C4 1.268, H19 0.946
11 H -3.507 1.237 -2.657  C1 1.072
12 H -0.972 -0.183 -2.377  C2 1.073
13 H -1.734 2.373 0.781  C3 1.014
14 H -1.898 -1.348 1.166  C4 1.111
15 H 2.558 0.169 0.785  C5 1.039
16 H 2.577 -1.306 0.029  C5 0.998
17 H 3.309 -0.216 -0.908  C5 1.153
18 H 0.523 1.469 0.621  C6 1.003
19 H -1.084 -1.832 3.850  O10 0.946
20 H 1.022 -0.623 -1.356  N9 0.988

**HOMO energy**: -11.954 eV
**HOMO-LUMO gap**: 7.275 eV
**Charge**: +1

=====

Most stable to least stable: *a*, *b*

=====

*a*
Here is an isolated molecule of C6H14N4 from the OMol25 dataset. Energies are from ωB97M-V/def2-TZVPD.

Each atom is followed by the atoms it is bonded to, with distances in Å.
Cartesian coordinates (Å):
1 N 1.604 -3.022 -0.579  C2 1.469, H11 1.029, H12 1.016
2 C 0.168 -2.738 -0.447  N1 1.469, C3 1.539, H13 1.099, H14 1.108
3 C -0.408 -1.720 -1.447  C2 1.539, N4 1.454, H15 1.111, H16 1.121
4 N 0.276 -0.443 -1.326  C3 1.454, C5 1.390, H17 1.028
5 C -0.149 0.484 -0.382  N4 1.390, N6 1.270, N10 1.402
6 N -1.045 0.154 0.456  C5 1.270, C7 1.496
7 C -1.314 1.109 1.576  N6 1.496, C8 1.531, H18 1.097, H19 1.102
8 C -0.181 2.111 1.818  C7 1.531, C9 1.517, H20 1.098, H21 1.100
9 C 0.177 2.736 0.482  C8 1.517, N10 1.450, H22 1.095, H23 1.121
10 N 0.498 1.722 -0.502  C5 1.402, C9 1.450, H24 1.029
11 H 2.093 -2.123 -0.467  N1 1.029
12 H 1.820 -3.344 -1.518  N1 1.016
13 H -0.365 -3.699 -0.481  C2 1.099
14 H 0.009 -2.357 0.580  C2 1.108
15 H -0.251 -2.109 -2.476  C3 1.111
16 H -1.515 -1.727 -1.274  C3 1.121
17 H 0.437 -0.001 -2.240  N4 1.028
18 H -1.583 0.467 2.423  C7 1.097
19 H -2.230 1.647 1.284  C7 1.102
20 H 0.672 1.516 2.171  C8 1.098
21 H -0.571 2.884 2.496  C8 1.100
22 H 1.070 3.364 0.567  C9 1.095
23 H -0.688 3.344 0.111  C9 1.121
24 H 1.474 1.746 -0.826  N10 1.029

**HOMO energy**: -8.626 eV
**HOMO-LUMO gap**: 9.468 eV
**SMILES**: NCCNC1=NCCCN1

=====

*b*
Here is a cluster of 2 separate species, C6H14N4 in total from the OMol25 dataset. Energies are from ωB97M-V/def2-TZVPD.

Each atom is followed by the atoms it is bonded to, with distances in Å.
Cartesian coordinates (Å):
1 C 1.721 0.801 1.072  N7 1.140
2 C 0.950 0.498 -1.739  C5 1.561, H11 1.029, H12 1.188, H13 1.132
3 C -1.740 1.916 -1.036  N9 1.525, H14 1.208, H15 1.143, H16 1.121
4 C 0.494 -1.580 2.626  N10 1.437, H17 1.077, H18 1.146, H19 1.038
5 C -0.147 0.099 -0.703  C2 1.561, C6 1.473, N9 1.477, H20 1.165
6 C 0.478 -0.815 0.269  C5 1.473, N8 1.388, N10 1.441
7 N 2.285 1.648 1.588  C1 1.140
8 N 1.186 -1.835 -0.351  C6 1.388, H21 1.075, H22 0.971
9 N -0.857 1.200 -0.019  C3 1.525, C5 1.477, H23 1.036
10 N -0.236 -1.084 1.491  C4 1.437, C6 1.441, H24 0.992
11 H 1.749 -0.146 -1.669  C2 1.029
12 H 1.213 1.588 -1.350  C2 1.188
13 H 0.740 0.645 -2.841  C2 1.132
14 H -1.222 2.621 -1.871  C3 1.208
15 H -2.337 1.070 -1.520  C3 1.143
16 H -2.513 2.497 -0.470  C3 1.121
17 H -0.234 -1.858 3.369  C4 1.077
18 H 1.101 -2.493 2.293  C4 1.146
19 H 1.275 -0.952 2.899  C4 1.038
20 H -0.943 -0.495 -1.312  C5 1.165
21 H 0.564 -2.637 -0.705  N8 1.075
22 H 1.833 -2.259 0.238  N8 0.971
23 H -0.314 1.895 0.523  N9 1.036
24 H -0.888 -0.356 1.662  N10 0.992

**HOMO energy**: -9.259 eV
**HOMO-LUMO gap**: 9.430 eV

=====

Most stable to least stable: *a*, *b*